(1)
C29H25ClN2O4 in the gas phase in a non-equilibrium geometry, computed with ωB97M-V/def2-TZVPD.

Geometry as XYZ:
```
61
Properties=species:S:1:pos:R:3:mulliken_charge:R:1
O -3.523 1.437 2.508 -0.8304
C -3.187 1.035 1.389 0.7559
C -1.595 1.117 1.006 0.5026
C -1.051 1.586 -0.223 -0.2401
C 0.286 1.916 -0.313 -0.5479
C 0.714 2.235 -1.648 -0.1855
O -0.066 2.494 -2.581 -0.7819
N 2.048 2.140 -1.833 -0.2979
C 2.553 2.565 -3.393 -0.7914
C 2.750 1.195 -3.859 -1.1825
C 3.410 0.094 -2.759 0.5133
C 2.611 -0.827 -2.221 0.1012
C 3.101 -1.539 -1.133 -0.9946
C 4.462 -1.467 -1.018 -0.1833
C 5.300 -0.574 -1.643 -0.3436
C 4.758 0.198 -2.341 -0.4056
C 1.216 1.592 0.623 1.0969
O 2.343 1.439 0.679 -0.6294
N 0.548 1.187 1.746 0.0612
C 1.541 0.662 2.753 -0.9308
C 1.717 -0.831 2.549 -0.8166
C 0.373 -1.600 2.434 0.2811
C -0.095 -2.254 3.739 -0.9407
C -1.179 -2.719 3.648 -0.4960
C -1.949 -3.000 2.412 -0.7056
C -1.325 -2.557 1.253 -0.1484
C -0.251 -1.985 1.372 1.2142
C -0.637 1.123 2.052 -0.2834
C -4.028 0.410 0.438 0.0454
C -3.428 -0.240 -0.794 -0.2945
C -4.267 -0.845 -1.932 -0.3252
Cl -3.591 -1.684 -3.253 -0.2046
C -5.550 -0.509 -1.716 -0.0096
C -6.066 0.273 -0.647 -1.1386
C -5.273 0.463 0.433 0.8607
O -5.823 1.074 1.484 -0.6300
H -1.622 2.051 -0.891 0.8900
H 2.524 2.139 -1.102 0.3663
H 3.578 2.934 -2.958 0.2808
H 2.026 3.243 -3.881 0.5962
H 3.584 1.429 -4.626 0.3808
H 1.900 0.800 -4.221 0.4778
H 1.430 -0.592 -2.383 0.0883
H 2.629 -2.182 -0.540 0.9259
H 4.918 -2.122 -0.085 0.1120
H 6.343 -0.300 -1.253 0.2971
H 5.365 0.743 -3.123 0.2481
H 2.572 1.090 2.841 0.4820
H 0.899 0.716 3.840 0.3325
H 2.378 -0.980 1.787 0.3067
H 2.299 -1.004 3.538 0.2940
H 0.462 -1.932 4.641 0.3304
H -1.793 -3.156 4.421 0.3350
H -2.916 -3.258 2.476 0.5745
H -1.916 -2.521 0.261 0.2742
H 0.309 -1.392 0.366 -0.4404
H -1.114 0.600 2.959 0.3353
H -2.301 -0.356 -0.753 0.3212
H -6.095 -1.110 -2.370 0.3962
H -7.080 0.155 -0.276 0.3286
H -5.230 1.403 2.119 0.3721
```

The HOMO energy is -8.6485 eV. Its SMILES is O=C(c1cc(C(=O)NCCc2ccccc2)c(=O)n(CCc2ccccc2)c1)c1cc(Cl)ccc1O. For the orbital gap, the calculation gives 8.02 eV. The LUMO energy is -0.63 eV.

=====

(2)
2 unconnected molecules or ions with the total composition C29H25N2OS in a non-equilibrium geometry, computed with ωB97M-V/def2-TZVPD.

Geometry as XYZ:
```
58
Properties=species:S:1:pos:R:3:mulliken_charge:R:1
C -4.274 -3.738 3.424 -0.4989
C -4.079 -2.398 3.076 -0.5662
C -3.219 -2.055 2.029 -0.2737
C -2.579 -3.073 1.324 0.5556
O -1.646 -2.744 0.329 -0.4504
C -0.418 -2.255 0.782 0.1364
C 0.613 -3.179 0.993 -0.5660
C 1.761 -2.746 1.608 -0.5796
C 1.985 -1.368 1.899 0.5767
C 3.179 -1.041 2.581 -0.6566
C 3.667 0.241 2.950 0.9599
C 5.079 0.382 3.104 -0.4769
C 5.642 1.574 3.517 -0.6875
C 4.820 2.687 3.762 -0.3335
C 3.429 2.579 3.618 -0.9944
C 2.851 1.366 3.261 -0.2137
C 0.982 -0.442 1.492 -0.4427
C -0.247 -0.889 1.038 -0.4289
C -2.797 -4.421 1.625 -0.3164
C -3.619 -4.745 2.707 -0.4731
H -4.935 -3.995 4.256 0.3911
H -4.590 -1.598 3.616 0.3692
H -3.013 -1.021 1.755 0.2900
H 0.452 -4.220 0.721 0.4525
H 2.531 -3.468 1.875 0.4793
H 3.824 -1.886 2.826 0.1967
H 5.704 -0.484 2.879 0.3662
H 6.725 1.648 3.646 0.4163
H 5.262 3.635 4.065 0.4236
H 2.785 3.444 3.798 0.3940
H 1.769 1.258 3.264 0.6539
H 1.164 0.627 1.550 0.8013
H -1.080 -0.202 0.867 0.5457
H -2.282 -5.181 1.041 0.4478
H -3.746 -5.792 2.984 0.3815
C 0.221 -5.474 9.028 -0.6370
C 0.934 -4.283 8.848 -0.7267
C 1.435 -3.992 7.581 0.3379
C 1.208 -4.827 6.480 0.6190
C 0.494 -6.014 6.663 -0.4464
C 0.010 -6.337 7.943 -0.6006
S 1.822 -4.117 5.010 -0.2355
C 2.435 -2.705 5.893 0.3116
N 3.070 -1.735 5.351 -0.0767
C 3.522 -0.626 6.216 -0.5014
C 3.661 -0.993 7.677 -1.0051
C 2.481 -1.790 8.192 -0.6114
N 2.153 -2.847 7.231 0.1911
H -0.179 -5.722 10.011 0.3853
H 1.087 -3.575 9.662 0.3121
H 0.322 -6.659 5.806 0.4071
H -0.546 -7.264 8.095 0.3740
H 4.499 -0.317 5.821 0.2452
H 2.839 0.240 6.102 0.2208
H 4.577 -1.580 7.796 0.3596
H 3.753 -0.083 8.271 0.4331
H 2.724 -2.256 9.149 0.4706
H 1.609 -1.135 8.340 0.2942
```

The HOMO energy is -10.1612 eV. For the orbital gap, the calculation gives 4.97 eV. The total charge is +1. The LUMO energy is -5.20 eV.

=====

(3)
A molecular structure, C29H26Br2F6N6SbSn, computed with ωB97M-V/def2-TZVPD.

Geometry as XYZ:
```
71
Properties=species:S:1:pos:R:3:mulliken_charge:R:1
Sn 0.001 0.071 0.238 2.6310
C 3.326 0.089 0.786 -1.2997
C 3.397 0.929 -0.491 -0.7269
C 2.589 2.186 -0.340 0.2454
C 3.203 3.411 -0.149 -0.9404
C 2.430 4.540 0.064 -0.5474
C 1.051 4.418 0.063 -1.0566
C 0.503 3.170 -0.132 -0.1202
N 1.248 2.069 -0.328 0.6023
N 2.196 -0.876 0.742 0.1797
C 2.489 -1.954 -0.231 -1.4396
C 1.760 -1.869 -1.544 0.8059
C 2.319 -2.438 -2.677 -1.3021
C 1.548 -2.574 -3.818 -0.6112
C 0.227 -2.155 -3.788 -1.1246
C -0.243 -1.545 -2.646 -0.3046
N 0.512 -1.374 -1.547 1.1148
C 2.000 -1.450 2.092 -1.2829
C 0.812 -2.373 2.114 0.7430
C 0.746 -3.434 3.002 -1.1203
C -0.357 -4.270 2.962 -0.6001
C -1.345 -4.042 2.013 -1.0825
C -1.205 -2.962 1.166 -0.6429
N -0.156 -2.134 1.224 1.1371
H 3.183 0.730 1.655 0.6899
H 4.246 -0.482 0.937 0.6455
H 3.026 0.354 -1.344 0.0887
H 4.431 1.182 -0.720 0.6890
H 4.283 3.473 -0.163 0.5553
H 2.897 5.501 0.231 0.4454
H 0.406 5.268 0.229 0.5005
H -0.567 3.032 -0.101 0.3463
H 2.186 -2.908 0.208 0.5864
H 3.564 -2.016 -0.404 0.4171
H 3.340 -2.795 -2.650 0.5404
H 1.966 -3.018 -4.712 0.4616
H -0.425 -2.285 -4.640 0.5198
H -1.264 -1.194 -2.590 0.5620
H 1.847 -0.629 2.794 0.3789
H 2.900 -1.995 2.392 0.6156
H 1.551 -3.602 3.704 0.5609
H -0.437 -5.103 3.648 0.4746
H -2.206 -4.689 1.928 0.5170
H -1.944 -2.749 0.404 0.5668
Br -6.848 0.733 1.331 -0.0684
C -5.056 0.375 0.966 -0.4780
C -4.249 -0.236 1.912 -1.0779
C -2.923 -0.454 1.596 -0.1241
N -2.394 -0.123 0.414 0.3847
C -3.169 0.491 -0.489 0.2896
C -4.505 0.754 -0.252 -0.8819
C -2.499 0.941 -1.734 0.6027
C -3.210 1.258 -2.882 -0.7812
C -2.514 1.700 -3.997 -0.5297
Br -3.431 2.127 -5.564 -0.0573
C -1.130 1.813 -3.937 -0.8533
C -0.504 1.459 -2.762 -0.4269
N -1.166 1.028 -1.682 0.8708
H -4.629 -0.514 2.884 0.5271
H -2.253 -0.881 2.327 0.4511
H -5.110 1.279 -0.976 0.5278
H -4.283 1.150 -2.923 0.5691
H -0.557 2.162 -4.784 0.5239
H 0.572 1.520 -2.673 0.4243
F 1.248 1.519 2.402 -0.5939
Sb -0.336 1.768 3.488 2.1437
F 0.669 1.429 5.014 -0.4997
F -0.512 -0.135 3.168 -0.6194
F -1.985 1.804 4.345 -0.5239
F -1.222 1.914 1.766 -0.6851
F -0.040 3.607 3.464 -0.5333
```

The value obtained for the relative energy (zero: lowest compared OMol25 entry of this formula, charge and spin) is 0.0 kJ/mol. The spin multiplicity is 2. The HOMO energy (alpha / beta) is -13.3765 / -14.9380 eV. As for the expectation value of S²: 0.7532. For the orbital gap (alpha / beta), the calculation gives 7.27 / 7.56 eV. The total charge is +2. The LUMO energy (alpha / beta) is -6.11 / -7.38 eV.

=====

(4)
3 unconnected molecules or ions with the total composition C29H26BrF21N7O9PS2 in a non-equilibrium geometry, computed with ωB97M-V/def2-TZVPD.

Geometry as XYZ:
```
96
Properties=species:S:1:pos:R:3:mulliken_charge:R:1
C 4.207 1.505 4.812 -1.1096
C 4.182 2.307 3.493 -0.4268
C 2.756 2.622 2.987 -0.3987
N 2.595 1.967 1.687 -0.6005
N 1.259 1.705 1.312 1.3667
C 0.850 0.416 1.010 -0.3320
N 0.470 -0.424 1.929 0.1416
P 0.475 -0.097 3.713 0.0153
N -1.114 0.276 4.146 -0.4376
O 0.792 -1.579 4.355 -0.4986
N 0.857 0.283 -0.365 0.8213
S 0.326 -1.122 -1.124 0.5937
O 0.788 -1.124 -2.467 -0.5435
O -1.098 -1.153 -1.047 -0.5945
C 0.916 -2.657 -0.257 0.3349
F 1.914 -2.314 0.570 -0.2194
F -0.114 -3.140 0.434 -0.2310
C 1.458 -3.828 -1.149 0.4890
F 2.256 -3.453 -2.136 -0.1403
F 2.264 -4.525 -0.310 -0.3095
C 0.424 -4.886 -1.648 0.6239
F 0.002 -5.675 -0.662 -0.2288
F 1.113 -5.689 -2.479 -0.2934
C -0.802 -4.394 -2.468 0.6193
F -1.320 -5.495 -3.046 -0.3057
F -1.768 -3.914 -1.698 -0.1718
F -0.477 -3.575 -3.445 -0.2206
C 0.858 1.569 -1.127 0.3057
C -0.390 1.979 -1.937 -1.0229
C -0.391 1.797 -3.464 -0.2486
O -0.570 0.788 -4.068 -0.4405
Br -0.245 3.444 -4.542 -0.1496
S 2.529 1.903 -1.885 1.6358
O 3.390 2.571 -0.965 -0.6171
O 2.427 2.717 -3.051 -0.5778
C 3.464 0.344 -2.322 0.2301
F 4.756 0.672 -2.159 -0.2532
F 3.293 -0.653 -1.431 -0.2426
C 3.349 -0.172 -3.797 0.8189
F 3.229 -1.511 -3.746 -0.3036
F 2.228 0.243 -4.395 -0.2504
C 4.521 0.237 -4.741 0.4824
F 4.040 0.043 -5.992 -0.3079
F 4.790 1.533 -4.693 -0.2555
C 5.824 -0.642 -4.659 0.7656
F 6.868 0.191 -4.614 -0.2685
F 5.895 -1.419 -3.579 -0.2268
F 5.968 -1.402 -5.731 -0.2533
C 0.662 2.446 0.179 0.1336
C -0.855 2.490 0.692 -2.6364
O -0.921 2.742 2.089 -0.2240
C -2.176 2.944 2.503 0.8872
F -2.189 3.162 3.815 -0.2963
F -2.973 1.879 2.265 -0.3158
F -2.758 4.004 1.928 -0.2599
C 0.946 3.977 0.093 0.2542
O 1.019 4.613 1.162 -0.7440
O 1.086 4.444 -1.044 -0.5970
H 3.498 0.672 4.823 0.2162
H 5.199 1.053 4.919 0.3898
H 4.043 2.188 5.648 0.3035
H 4.748 1.721 2.756 0.2908
H 4.764 3.222 3.618 0.3998
H 2.726 3.700 2.815 0.1863
H 1.986 2.379 3.720 0.3091
H 3.132 1.111 1.601 0.2439
H 0.143 -1.341 1.636 0.2026
H -1.662 -0.513 4.478 0.2515
H -1.062 0.991 4.863 0.2195
H -0.011 -2.125 4.324 0.3566
H -0.639 3.032 -1.790 1.1469
H -1.275 1.430 -1.599 0.4976
H -1.460 1.627 0.384 0.7070
H -1.293 3.360 0.191 1.3150
N -4.717 4.359 -1.545 -0.3440
C -4.903 4.071 -0.257 0.3157
C -6.102 4.264 0.412 -0.5174
C -7.169 4.790 -0.297 -0.3890
C -6.996 5.098 -1.637 -0.3519
C -5.756 4.862 -2.210 -0.3233
H -4.043 3.667 0.253 0.1413
H -6.195 4.010 1.459 0.3677
H -8.123 4.958 0.188 0.3688
H -7.804 5.511 -2.225 0.3673
H -5.575 5.085 -3.256 0.3639
N -2.681 -5.262 2.500 -0.4459
C -2.736 -5.379 1.173 0.0304
C -3.265 -6.479 0.516 -0.4670
C -3.764 -7.520 1.280 -0.3994
C -3.715 -7.420 2.661 -0.3473
C -3.168 -6.275 3.218 -0.2387
H -2.333 -4.542 0.617 0.3720
H -3.284 -6.517 -0.565 0.3987
H -4.185 -8.398 0.806 0.3810
H -4.094 -8.212 3.293 0.3616
H -3.113 -6.152 4.294 0.3542
```

The HOMO energy is -8.3281 eV. For the orbital gap, the calculation gives 6.91 eV. The LUMO energy is -1.42 eV.